Version A
Computed, not measured: a molecular structure, C2H3N3O, with the ωB97M-V functional and the def2-TZVPD basis.

```
9
C2H3N3O, DFT the ωB97M-V functional and the def2-TZVPD basis
C -0.876 -0.046 -0.056
C 1.055 0.628 -0.062
H -2.423 0.769 -0.211
H 1.933 1.223 0.210
H 1.669 -1.429 0.288
N -2.121 -0.323 0.096
N -0.219 1.079 -0.094
N 1.091 -0.737 0.016
O -0.110 -1.164 -0.188
```

Total charge: 0

---

Version B
Computed, not measured: C2H3N3O in the gas phase, with the ωB97M-V functional and the def2-TZVPD basis.

```
9
C2H3N3O, DFT the ωB97M-V functional and the def2-TZVPD basis
O -1.066 -0.559 1.597
C -0.416 -0.251 0.484
N -0.867 -0.112 -0.734
C 0.274 0.305 -1.418
N 1.352 0.369 -0.704
N 0.928 0.011 0.536
H -2.024 -0.525 1.378
H 0.266 0.599 -2.481
H 1.554 0.164 1.341
```

Structure (SMILES): Oc1ncn[nH]1
Total charge: 0

---

Energies relative to the minimum, eV: version A 3.300; version B 0.000

---

Version A
Computed, not measured: C2H3N3O in the gas phase, with the ωB97M-V functional and the def2-TZVPD basis.

```
9
C2H3N3O, DFT the ωB97M-V functional and the def2-TZVPD basis
N -1.687 -0.478 -0.023
C -0.543 0.208 -0.311
N 0.554 -0.432 0.181
C 1.664 0.298 0.089
N 1.723 1.295 -0.711
O -0.516 1.302 -0.924
H -1.585 -1.205 0.672
H -2.574 -0.009 -0.078
H 2.526 0.032 0.747
```

Total charge: 0

---

Version B
Computed, not measured: C2H3N3O in the gas phase, with the ωB97M-V functional and the def2-TZVPD basis.

```
9
C2H3N3O, DFT the ωB97M-V functional and the def2-TZVPD basis
O 1.959 0.280 -0.398
C 0.447 -0.016 -0.168
C 0.818 1.188 0.321
N -2.034 -0.319 0.116
N -1.369 -1.363 -0.011
N -0.044 -1.154 -0.394
H 2.467 -0.094 0.343
H 0.718 2.117 -0.225
H -2.963 -0.638 0.416
```

Total charge: 0

---

Energies relative to the minimum, eV: version A 0.000; version B 3.330

---

Version A
Computed, not measured: C3H2BrNO2 in the gas phase, with the ωB97M-V functional and the def2-TZVPD basis.

```
9
C3H2BrNO2, DFT the ωB97M-V functional and the def2-TZVPD basis
O 1.269 -2.234 0.372
C 1.158 -1.074 0.491
N 0.297 -0.169 -0.098
C -0.095 1.141 0.127
O 0.316 2.123 0.688
C -0.969 0.373 -0.688
Br -2.656 -0.345 -0.193
H 1.783 -0.290 1.162
H -1.102 0.474 -1.862
```

Structure (SMILES): O=CN1C(=O)[C@@H]1Br
Total charge: 0

---

Version B
Computed, not measured: C3H2BrNO2 in the gas phase, with the ωB97M-V functional and the def2-TZVPD basis.

```
9
C3H2BrNO2, DFT the ωB97M-V functional and the def2-TZVPD basis
O -0.317 -1.793 -0.523
C -0.500 -0.634 -0.704
N 0.122 0.413 0.007
C 0.840 1.547 -0.093
O 0.836 2.654 -0.477
C 1.465 0.390 0.733
Br 3.008 -0.393 -0.094
H -0.994 -0.113 -1.478
H 1.625 0.351 1.856
```

Structure (SMILES): O=CN1C(=O)[C@@H]1Br
Total charge: 0

---

Energies relative to the minimum, eV: version A 0.366; version B 0.000

---

Version A
Computed, not measured: 2 unconnected molecules or ions with the total composition C2H7NO4, with the ωB97M-V functional and the def2-TZVPD basis.

```
14
C2H7NO4, DFT the ωB97M-V functional and the def2-TZVPD basis
O -0.476 2.038 -0.034
C 0.433 1.317 -0.368
O 1.660 1.393 0.171
C 0.358 0.022 -1.526
O 0.660 -1.154 -0.941
H 2.099 0.539 -0.006
H -0.648 0.149 -1.938
H 1.113 0.281 -2.279
H 0.086 -1.301 0.052
N -0.631 -0.990 1.314
O -1.998 -0.589 1.266
H -0.579 -1.740 2.002
H -0.089 -0.157 1.625
H -1.988 0.192 0.660
```

Structure (SMILES): O=C(O)CO.NO
Total charge: 0

---

Version B
Computed, not measured: 2 unconnected molecules or ions with the total composition C2H7NO4, with the ωB97M-V functional and the def2-TZVPD basis.

```
14
C2H7NO4, DFT the ωB97M-V functional and the def2-TZVPD basis
C 0.080 1.726 0.136
N 0.329 0.362 0.528
O -0.622 -0.471 1.889
H -0.589 -1.441 1.869
H 1.222 0.226 0.989
H 0.298 2.413 0.955
H -0.966 1.823 -0.153
H 0.710 1.974 -0.729
C 0.039 -0.902 -0.593
O -1.150 -0.591 -1.220
O 1.062 -0.762 -1.516
O 0.056 -1.950 0.145
H 1.387 -1.648 -1.724
H -1.856 -0.758 -0.578
```

Total charge: 0

---

Energies relative to the minimum, eV: version A 0.000; version B 1.747